111
Properties=species:S:1:pos:R:3 method="wB97M-V/def2-TZVPD" homo_lumo_gap_ev=9.63 homo_ev=-9.45 lumo_energy_ev=0.18 de_lowest_kcal_mol=0.0 largest_force_ev_per_a=3.235
C -0.138 -0.195 1.156
C 0.073 -1.245 2.232
C 1.206 -0.802 3.192
O 2.445 -0.944 2.551
C 3.315 0.165 2.714
N -1.141 -1.420 2.944
H -0.406 0.816 1.626
H -0.914 -0.306 0.419
H 0.826 -0.021 0.622
H 0.359 -2.154 1.696
H 1.212 -1.390 4.170
H 1.020 0.212 3.519
H 3.470 0.538 1.641
H 4.148 -0.165 3.239
H 2.820 0.914 3.295
H -1.845 -0.767 2.732
H -0.976 -1.402 3.935
C -6.390 1.121 -1.889
C -5.075 0.334 -1.619
C -5.109 -0.931 -2.419
O -3.820 -1.610 -2.239
C -3.501 -2.426 -3.382
N -3.937 1.116 -2.156
H -6.427 1.401 -2.980
H -6.297 2.078 -1.359
H -7.274 0.649 -1.489
H -4.972 0.173 -0.541
H -5.369 -0.625 -3.455
H -5.910 -1.601 -1.999
H -2.563 -2.976 -3.192
H -3.253 -1.708 -4.167
H -4.290 -3.093 -3.734
H -3.136 0.651 -1.839
H -3.857 1.933 -1.528
C 3.599 5.826 6.006
C 3.326 6.197 4.559
O 1.937 5.799 4.420
S 1.658 4.466 5.115
O 1.898 3.291 4.286
O 0.384 4.607 5.768
O 2.902 4.568 6.089
H 3.155 6.624 6.532
H 4.588 5.586 6.409
H 3.890 5.649 3.776
H 3.259 7.231 4.386
C 2.873 -3.905 1.242
C 2.101 -5.161 1.299
O 1.989 -5.583 -0.112
S 2.423 -4.312 -1.084
O 1.335 -3.979 -1.968
O 3.667 -4.602 -1.683
O 2.498 -3.265 0.067
H 3.978 -4.121 1.236
H 2.686 -3.175 1.951
H 1.073 -4.948 1.589
H 2.548 -5.922 1.919
C 2.946 -0.351 -1.643
C 4.335 -1.207 -1.668
O 5.337 -0.390 -2.253
S 4.816 1.126 -2.310
O 5.331 1.797 -3.474
O 5.072 1.654 -1.049
O 3.323 0.749 -2.464
H 2.713 0.067 -0.664
H 2.029 -0.747 -2.070
H 4.236 -2.161 -2.158
H 4.601 -1.298 -0.605
C 0.788 3.376 -3.284
C -0.234 2.285 -2.880
O -0.678 2.648 -1.537
S 0.606 3.191 -0.802
O 1.517 2.094 -0.590
O 0.209 4.021 0.295
O 1.202 4.027 -1.996
H 0.412 4.208 -3.909
H 1.714 2.952 -3.626
H 0.202 1.310 -2.833
H -1.114 2.332 -3.544
C -3.891 -3.757 1.076
C -2.603 -3.135 0.557
O -1.787 -4.305 0.391
S -2.039 -5.269 1.560
O -1.131 -5.026 2.615
O -2.095 -6.575 1.102
O -3.459 -4.719 2.046
H -4.484 -4.177 0.278
H -4.520 -3.032 1.575
H -2.111 -2.470 1.288
H -2.766 -2.675 -0.429
C 0.209 -3.238 -5.208
C 1.696 -3.515 -5.300
O 2.220 -2.323 -5.954
S 1.342 -1.061 -5.626
O 1.006 -0.456 -6.855
O 1.873 -0.175 -4.635
O 0.107 -1.834 -5.040
H -0.199 -3.679 -4.335
H -0.332 -3.662 -6.013
H 2.002 -4.349 -5.994
H 2.068 -3.660 -4.314
C -1.186 3.283 3.065
C -1.313 4.816 2.698
O -2.242 4.887 1.653
S -3.436 3.963 2.117
O -4.128 3.420 1.025
O -4.269 4.632 3.023
O -2.527 2.822 2.748
H -0.985 3.166 4.113
H -0.424 2.779 2.450
H -0.333 5.144 2.341
H -1.688 5.304 3.542



99
Properties=species:S:1:pos:R:3 method="wB97M-V/def2-TZVPD" smiles="O=S(=O)(F)NCCCCCCCCCCCCn1cccc1.NC(N)=O.NC(N)=O.NC(N)=O.NC(N)=O.NC(N)=O.NC(N)=O" homo_lumo_gap_ev=7.79 homo_ev=-7.36 lumo_energy_ev=0.44 largest_force_ev_per_a=2.526
O 3.135 -1.184 0.042
S 2.719 -2.502 -0.277
O 3.133 -3.530 0.619
F 3.214 -2.860 -1.691
N 1.103 -2.531 -0.508
C 0.487 -3.867 -0.271
C -0.909 -3.968 -0.889
C -1.812 -2.747 -0.682
C -2.727 -2.932 0.527
C -3.789 -1.829 0.675
C -3.502 -0.823 1.793
C -2.370 0.163 1.381
C -1.030 -0.203 2.006
C 0.126 0.756 1.673
C 0.073 1.231 0.227
C 1.370 1.831 -0.292
C 1.183 2.396 -1.696
N 0.854 1.374 -2.664
C 1.739 0.685 -3.460
C 1.050 -0.194 -4.256
C -0.338 -0.051 -3.940
C -0.395 0.914 -2.965
H 0.748 -1.869 0.180
H 1.133 -4.602 -0.734
H 0.433 -4.057 0.798
H -1.396 -4.815 -0.413
H -0.795 -4.224 -1.939
H -2.450 -2.656 -1.558
H -1.252 -1.818 -0.626
H -2.144 -3.029 1.441
H -3.249 -3.877 0.388
H -4.763 -2.286 0.832
H -3.864 -1.306 -0.276
H -3.242 -1.339 2.711
H -4.410 -0.237 1.904
H -2.663 1.164 1.691
H -2.346 0.162 0.295
H -1.165 -0.232 3.084
H -0.776 -1.225 1.718
H 1.055 0.186 1.762
H 0.204 1.567 2.392
H -0.736 1.937 0.051
H -0.142 0.352 -0.380
H 1.714 2.622 0.373
H 2.154 1.080 -0.330
H 2.037 2.973 -2.038
H 0.335 3.079 -1.655
H 2.800 0.846 -3.421
H 1.459 -0.858 -4.993
H -1.170 -0.570 -4.369
H -1.278 1.286 -2.475
N 0.472 -0.354 6.759
C -0.357 -1.150 6.014
N -0.252 -2.492 6.252
O -1.133 -0.693 5.194
H 1.120 -0.708 7.436
H 0.418 0.634 6.604
H -0.848 -3.105 5.717
H 0.381 -2.886 6.920
N -1.558 -5.513 7.555
C -2.458 -5.600 6.527
N -3.693 -6.072 6.867
O -2.172 -5.276 5.387
H -1.761 -5.766 8.502
H -0.644 -5.177 7.326
H -4.373 -6.143 6.134
H -3.948 -6.342 7.797
N -2.368 6.359 -2.981
C -1.617 5.218 -3.012
N -0.271 5.403 -3.189
O -2.100 4.106 -2.885
H -1.990 7.278 -3.088
H -3.360 6.266 -2.863
H 0.300 4.579 -3.227
H 0.159 6.303 -3.284
N 5.689 2.816 -5.071
C 5.198 3.206 -3.855
N 6.134 3.365 -2.870
O 4.010 3.394 -3.666
H 6.661 2.653 -5.251
H 5.026 2.688 -5.812
H 5.804 3.645 -1.966
H 7.115 3.212 -3.005
N -2.358 9.460 -0.943
C -3.600 9.600 -1.503
N -4.328 10.658 -1.034
O -4.038 8.839 -2.349
H -1.994 10.078 -0.243
H -1.803 8.680 -1.236
H -5.244 10.789 -1.418
H -3.996 11.295 -0.336
N 4.366 -6.151 -1.578
C 4.471 -6.941 -2.690
N 4.037 -6.360 -3.853
O 4.915 -8.073 -2.653
H 4.002 -5.218 -1.595
H 4.672 -6.540 -0.707
H 4.098 -6.910 -4.689
H 3.668 -5.430 -3.906



121
Properties=species:S:1:pos:R:3 method="wB97M-V/def2-TZVPD" homo_lumo_gap_ev=9.10 homo_ev=-9.45 lumo_energy_ev=-0.35 largest_force_ev_per_a=1.327
C 1.287 1.030 3.275
C 0.954 0.333 1.969
O -0.436 0.333 1.653
C -0.832 1.134 0.558
C -1.164 2.542 1.037
O -1.407 3.395 -0.072
C -1.985 4.614 0.331
C -0.970 5.612 0.959
O 0.381 5.229 0.797
C 0.831 5.459 -0.516
C 2.294 5.030 -0.708
O 2.271 3.866 -1.587
S 3.120 2.664 -1.033
O 4.489 2.771 -1.439
O 2.419 1.447 -1.290
O 2.992 3.081 0.495
C 3.124 4.529 0.492
N 2.888 5.143 1.763
C 3.756 5.101 2.622
O 4.562 5.045 3.436
H 2.377 1.119 3.339
H 0.871 2.039 3.340
H 0.915 0.461 4.129
H 1.556 0.737 1.150
H 1.249 -0.719 2.069
H -0.063 1.179 -0.224
H -1.716 0.669 0.105
H -0.315 2.911 1.628
H -2.028 2.502 1.710
H -2.798 4.434 1.046
H -2.437 5.068 -0.558
H -1.114 6.605 0.513
H -1.149 5.697 2.035
H 0.232 4.912 -1.255
H 0.745 6.532 -0.756
H 2.834 5.842 -1.188
H 4.168 4.718 0.216
C -4.116 0.968 4.949
N -3.001 1.803 4.423
O -1.890 1.616 4.865
O -3.288 2.622 3.571
H -3.711 0.292 5.692
H -4.849 1.644 5.379
H -4.542 0.432 4.107
C -1.263 -2.278 3.632
N 0.096 -2.871 3.733
O 0.251 -4.024 3.382
O 0.972 -2.146 4.151
H -1.935 -3.032 3.242
H -1.545 -1.971 4.632
H -1.184 -1.418 2.967
C -0.202 -6.232 0.951
N -1.192 -6.540 -0.116
O -2.136 -5.782 -0.262
O -1.003 -7.533 -0.779
H -0.504 -5.324 1.459
H -0.191 -7.078 1.631
H 0.763 -6.115 0.468
C 3.709 1.043 -4.725
N 2.986 0.782 -6.000
O 1.984 0.102 -5.960
O 3.458 1.277 -7.004
H 3.183 0.549 -3.917
H 4.716 0.652 -4.840
H 3.731 2.118 -4.579
C -4.662 -6.113 1.495
N -5.925 -6.238 2.282
O -5.871 -6.023 3.478
O -6.934 -6.553 1.687
H -3.862 -5.845 2.175
H -4.475 -7.073 1.029
H -4.817 -5.351 0.744
C -4.095 -10.624 2.244
N -3.269 -9.736 1.379
O -2.841 -8.708 1.869
O -3.087 -10.095 0.239
H -4.171 -10.170 3.224
H -5.067 -10.720 1.770
H -3.596 -11.587 2.285
C -5.162 -5.711 -2.888
N -6.424 -5.844 -2.104
O -6.371 -5.631 -0.909
O -7.421 -6.167 -2.712
H -4.363 -5.432 -2.210
H -4.970 -6.675 -3.350
H -5.334 -4.954 -3.646
C 7.170 6.798 -2.112
N 6.050 6.562 -1.165
O 6.207 6.824 0.006
O 5.027 6.099 -1.637
H 8.010 7.204 -1.561
H 7.416 5.842 -2.562
H 6.817 7.493 -2.867
C 6.939 6.005 -6.226
N 8.336 6.209 -5.758
O 9.211 5.549 -6.263
O 8.511 7.049 -4.889
H 6.949 5.244 -6.996
H 6.349 5.698 -5.367
H 6.591 6.958 -6.613
C -9.391 -5.023 -0.337
N -10.623 -5.124 0.495
O -10.531 -4.902 1.684
O -11.650 -5.425 -0.080
H -8.564 -4.756 0.306
H -9.231 -5.987 -0.805
H -9.582 -4.262 -1.089
C -3.434 -5.811 6.578
N -2.645 -4.964 5.641
O -2.149 -3.945 6.079
O -2.550 -5.350 4.497
H -3.423 -5.337 7.551
H -4.437 -5.886 6.172
H -2.960 -6.787 6.601
C 10.754 9.049 -6.923
N 10.041 8.824 -8.212
O 9.063 8.103 -8.195
O 10.489 9.372 -9.194
H 10.241 8.493 -6.146
H 11.773 8.700 -7.056
H 10.740 10.117 -6.731



90
Properties=species:S:1:pos:R:3 method="wB97M-V/def2-TZVPD" smiles="CNCC1=C(P(N)O)C(=O)OC1=O.COC[C@@H](C)N.COC[C@@H](C)N.COC[C@@H](C)N.COC[C@@H](C)N" homo_lumo_gap_ev=7.93 homo_ev=-8.91 lumo_energy_ev=-0.98 largest_force_ev_per_a=1.699
C 3.324 6.121 -1.920
N 2.995 5.799 -3.303
C 2.841 4.380 -3.544
C 1.709 3.797 -2.790
C 0.406 4.111 -2.788
P -0.655 5.278 -3.716
N -1.681 5.903 -2.474
O 0.280 6.584 -3.995
C -0.247 3.164 -1.815
O -1.230 3.278 -1.138
O 0.591 2.059 -1.775
C 1.853 2.647 -1.840
O 2.782 2.312 -1.164
H 3.663 5.259 -1.349
H 2.462 6.544 -1.415
H 4.110 6.862 -1.884
H 3.687 6.182 -3.921
H 2.743 4.196 -4.606
H 3.739 3.846 -3.217
H -1.127 6.073 -1.639
H -2.319 5.152 -2.223
H -0.326 7.273 -4.281
C -4.278 4.672 3.339
O -3.762 4.221 2.104
C -2.376 4.421 1.925
C -1.482 3.388 2.624
C -1.368 3.590 4.132
N -1.919 2.015 2.354
H -3.778 5.584 3.680
H -4.189 3.895 4.098
H -5.337 4.888 3.202
H -2.210 4.334 0.850
H -2.097 5.446 2.212
H -0.477 3.508 2.206
H -2.247 3.229 4.664
H -0.512 3.038 4.522
H -1.228 4.644 4.381
H -1.881 1.855 1.351
H -2.913 1.963 2.578
C 1.759 -3.062 -4.673
O 2.066 -1.692 -4.491
C 1.274 -1.018 -3.531
C 1.703 -1.247 -2.073
C 1.314 -2.617 -1.530
N 3.145 -1.055 -1.882
H 0.687 -3.250 -4.567
H 2.311 -3.695 -3.973
H 2.063 -3.334 -5.684
H 1.389 0.046 -3.758
H 0.213 -1.260 -3.674
H 1.186 -0.497 -1.469
H 1.981 -3.400 -1.885
H 1.370 -2.620 -0.442
H 0.294 -2.883 -1.812
H 3.395 -0.100 -2.120
H 3.624 -1.622 -2.576
C -4.969 -1.790 6.952
O -4.735 -0.419 7.215
C -3.455 0.059 6.849
C -3.289 0.399 5.363
C -3.146 -0.818 4.457
N -4.391 1.235 4.869
H -4.063 -2.386 7.095
H -5.352 -1.945 5.941
H -5.727 -2.133 7.655
H -3.320 0.980 7.423
H -2.678 -0.642 7.182
H -2.363 0.974 5.270
H -4.101 -1.307 4.265
H -2.739 -0.517 3.492
H -2.467 -1.554 4.892
H -4.411 2.100 5.402
H -5.259 0.770 5.124
C 3.323 -5.964 -1.523
O 2.094 -6.408 -2.068
C 2.192 -7.124 -3.282
C 2.569 -8.605 -3.134
C 4.042 -8.843 -2.816
N 1.749 -9.288 -2.130
H 4.033 -5.682 -2.305
H 3.768 -6.721 -0.874
H 3.110 -5.087 -0.912
H 1.194 -7.074 -3.725
H 2.876 -6.609 -3.972
H 2.367 -9.074 -4.102
H 4.269 -8.653 -1.768
H 4.304 -9.881 -3.016
H 4.688 -8.209 -3.427
H 0.773 -9.241 -2.406
H 1.794 -8.745 -1.273